Entry 1:
ORCA calculation (the ωB97M-V functional and the def2-TZVPD basis) on C45H54BF5N5O2P2STi as an isolated structure.

Each line ends with the Mulliken charge.
Atoms and positions in Å:
Ti  0.1031  0.5638  0.7288  -0.4313
C  -1.6111  -5.1408  0.5839  -1.8709
C  -1.6744  -3.8374  1.3875  2.1400
C  -0.3427  -3.6799  2.1329  -1.9384
C  -2.7779  -3.9365  2.4449  -2.0694
P  -1.8762  -2.2391  0.3957  0.6995
C  -0.7820  -2.6533  -1.0424  -1.7548
N  -0.4664  -1.4853  -1.8368  0.5586
B  -0.1921  -0.1306  -1.4024  1.3135
N  0.0082  0.5961  -2.6293  0.6588
C  0.3860  1.9781  -2.7935  -2.3300
P  0.1643  2.8530  -1.1806  1.0202
C  1.4089  4.2746  -1.3477  2.6278
C  1.4886  4.8688  -2.7615  -1.8334
C  2.7959  3.7305  -0.9981  -2.1529
C  1.0909  5.3952  -0.3487  -2.1266
C  -1.5656  3.5965  -1.3512  2.2426
C  -1.7419  4.6556  -2.4402  -2.0489
C  -1.9807  4.1942  -0.0010  -1.8783
C  -2.5119  2.4318  -1.6734  -1.5439
C  -0.1028  -0.2629  -3.7127  0.3907
C  0.0281  -0.0236  -5.0705  -0.6878
C  -0.1491  -1.0913  -5.9490  -0.9004
C  -0.4401  -2.3630  -5.4716  -0.8165
C  -0.5611  -2.6104  -4.1045  -1.1149
C  -0.3942  -1.5527  -3.2230  0.6056
C  -3.6004  -2.2081  -0.3864  2.5051
C  -4.5581  -1.5949  0.6446  -1.8763
C  -4.1658  -3.5340  -0.8947  -2.0008
C  -3.5372  -1.2425  -1.5778  -1.6215
H  -1.3588  -5.9616  1.2644  0.5454
H  -2.5551  -5.3892  0.1052  0.2940
H  -0.8338  -5.1110  -0.1819  0.2640
H  -0.1759  -4.5590  2.7644  0.7610
H  0.5074  -3.5986  1.4517  0.2632
H  -0.3478  -2.7964  2.7743  0.1476
H  -2.5310  -4.7432  3.1435  0.5377
H  -2.8597  -3.0093  3.0197  0.2675
H  -3.7524  -4.1623  2.0118  0.3498
H  0.1331  -3.0902  -0.6311  0.3265
H  -1.2520  -3.4119  -1.6700  0.4946
H  1.4379  2.0533  -3.0838  0.7100
H  -0.2122  2.4459  -3.5814  0.5144
H  1.6336  4.1085  -3.5314  0.2677
H  0.6186  5.4645  -3.0246  0.3319
H  2.3621  5.5279  -2.7971  0.5495
H  3.1369  2.9713  -1.7005  0.2776
H  3.5053  4.5662  -1.0186  0.6368
H  2.8126  3.2845  -0.0085  0.2489
H  0.2008  5.9617  -0.6278  0.3399
H  0.9776  5.0086  0.6653  0.2585
H  1.9338  6.0935  -0.3467  0.5973
H  -1.2503  5.5932  -2.1835  0.3818
H  -1.3712  4.3219  -3.4120  0.2903
H  -2.8120  4.8657  -2.5502  0.4853
H  -1.3973  5.0749  0.2614  0.3318
H  -3.0344  4.4932  -0.0508  0.5046
H  -1.8632  3.4718  0.8030  0.0582
H  -2.3174  1.9970  -2.6564  0.1335
H  -3.5439  2.8023  -1.6699  0.8942
H  -2.4276  1.6487  -0.9245  -0.5851
H  0.2733  0.9643  -5.4405  0.4554
H  -0.0478  -0.9280  -7.0151  0.3821
H  -0.5636  -3.1818  -6.1702  0.3856
H  -0.7645  -3.6139  -3.7520  0.4366
H  -4.6537  -2.2002  1.5458  0.2785
H  -4.2188  -0.6014  0.9425  0.2709
H  -5.5547  -1.4954  0.2001  0.5406
H  -4.3968  -4.2261  -0.0847  0.3448
H  -5.0988  -3.3400  -1.4359  0.4924
H  -3.4825  -4.0278  -1.5904  0.2865
H  -3.0591  -0.3011  -1.3033  -0.0542
H  -2.9933  -1.6652  -2.4251  0.1892
H  -4.5590  -1.0232  -1.9085  0.7361
O  -1.6141  1.1381  1.1753  1.1762
C  -2.3788  1.3732  2.2298  1.1146
C  -3.6335  1.9706  2.0512  -0.1554
C  -4.4464  2.2411  3.1332  -0.8357
C  -4.0376  1.9247  4.4277  -0.9456
C  -2.8121  1.3201  4.6126  -0.8087
C  -1.9725  1.0264  3.5332  0.2538
C  -0.7361  0.3160  3.7780  -1.2593
N  0.0255  -0.0841  2.8371  1.1570
N  1.1196  -0.8392  3.2093  -1.3161
C  1.6754  -1.2764  2.1184  -0.0895
O  1.1775  -1.0075  0.9396  0.8783
C  2.8651  -2.1502  2.1834  -0.0167
C  3.4177  -2.5030  3.4143  -0.6779
C  4.5462  -3.3042  3.4604  -0.7784
C  5.1288  -3.7543  2.2800  -0.5477
C  4.5785  -3.4041  1.0552  -1.1185
C  3.4455  -2.6036  1.0028  0.1597
H  -3.9444  2.2128  1.0420  0.4606
H  -5.4116  2.7054  2.9700  0.4371
H  -4.6747  2.1440  5.2746  0.3982
H  -2.4805  1.0535  5.6103  0.4396
H  -0.4682  0.0677  4.8022  0.2813
H  2.9585  -2.1302  4.3213  0.4454
H  4.9819  -3.5692  4.4162  0.4226
H  6.0221  -4.3676  2.3169  0.3983
H  5.0448  -3.7290  0.1330  0.4598
H  3.0355  -2.2754  0.0550  0.5022
N  1.2783  3.1618  2.3380  -0.9782
C  0.9754  2.2599  1.6776  0.1820
F  8.2278  -0.0282  1.9344  -0.3525
C  7.0549  0.0844  1.2882  0.8297
C  6.0747  0.9400  1.7486  0.0830
F  6.3044  1.6657  2.8543  -0.3385
C  4.8686  1.0450  1.0821  -0.4280
F  3.9611  1.8718  1.6077  -0.3600
C  4.5647  0.3159  -0.0768  0.8579
S  3.0435  0.3624  -0.8976  -0.0937
C  5.5935  -0.5357  -0.5022  -0.2567
F  5.4139  -1.3073  -1.5859  -0.4485
C  6.8016  -0.6571  0.1524  0.2588
F  7.7390  -1.5083  -0.3013  -0.3792

The value obtained for the HOMO-LUMO gap is 6.0 eV. As for the net charge: -1. The value obtained for the LUMO energy is 1.91 eV.

Entry 2:
ORCA calculation (the ωB97M-V functional and the def2-TZVPD basis) on C45H54BrINO2P2PdS as an isolated structure in a non-equilibrium geometry.

Each line ends with the Mulliken charge.
Atoms and positions in Å:
Pd  -0.3547  -0.9920  0.3287  1.7773
C  -3.7726  2.7469  -0.5908  -1.4205
C  -2.4741  1.9442  -0.6020  1.3808
C  -1.8052  1.9400  -1.9773  -1.4061
P  -2.5234  0.1858  0.0019  0.7602
C  -3.5148  0.0943  1.5835  0.9817
C  -5.0244  0.1640  1.3723  -1.4848
C  -2.9801  1.1448  2.5556  -1.3595
C  -3.4253  -0.8447  -1.1866  0.6099
C  -4.3203  -0.4282  -2.1539  -0.3757
C  -4.9670  -1.3652  -2.9542  -0.8467
C  -4.7208  -2.7237  -2.7866  -1.0016
C  -3.8517  -3.1660  -1.8127  -0.3331
C  -3.1956  -2.2309  -0.9824  -0.9941
N  -2.3104  -2.5562  -0.0173  1.2209
C  -2.3663  -3.6966  0.6913  -0.9898
C  -3.5809  -4.3873  0.9197  -0.4499
C  -3.5983  -5.5449  1.6607  -1.0175
C  -2.4184  -6.0538  2.1939  -0.9566
C  -1.2154  -5.3849  1.9958  -1.2474
C  -1.1752  -4.1989  1.2826  1.0115
P  0.3468  -3.2967  0.8695  0.5727
C  0.9884  -4.2187  -0.6325  1.7543
C  0.0099  -4.0383  -1.7948  -1.6183
C  1.2269  -5.7003  -0.3713  -1.4234
C  1.5916  -3.3177  2.2816  0.9245
C  1.8272  -4.5939  3.0846  -1.6675
C  2.8930  -2.7583  1.7058  -1.2034
H  -3.5840  3.6951  -1.0927  0.5612
H  -4.1013  2.9713  0.4192  0.3596
H  -4.5906  2.2606  -1.1099  0.1679
H  -1.7923  2.4193  0.1158  -0.5122
H  -2.5068  1.6641  -2.7600  0.3952
H  -0.9727  1.2294  -2.0056  0.2629
H  -1.4223  2.9328  -2.1992  0.4357
H  -3.2907  -0.9017  1.9907  0.2656
H  -5.3567  1.1213  0.9866  0.2695
H  -5.5177  0.0009  2.3296  0.4765
H  -5.3648  -0.6127  0.6907  0.3686
H  -3.2963  2.1485  2.2828  0.3200
H  -1.8857  1.1217  2.5780  0.1148
H  -3.3407  0.9430  3.5637  0.4461
H  -4.5430  0.6174  -2.2863  0.3336
H  -5.6556  -1.0343  -3.7155  0.5136
H  -5.2104  -3.4389  -3.4294  0.5147
H  -3.6451  -4.2204  -1.7067  0.6386
H  -4.4984  -3.9738  0.5311  0.6666
H  -4.5311  -6.0635  1.8273  0.5031
H  -2.4363  -6.9619  2.7756  0.5120
H  -0.3114  -5.8087  2.3975  0.6568
H  1.9461  -3.7418  -0.8740  -0.4525
H  -0.8187  -4.7374  -1.7057  0.4347
H  0.5024  -4.2468  -2.7435  0.5784
H  -0.4031  -3.0257  -1.8410  0.0300
H  0.3055  -6.2033  -0.0833  0.3528
H  1.9762  -5.8597  0.3968  0.3648
H  1.5843  -6.1632  -1.2909  0.4485
H  1.1974  -2.5676  2.9817  0.2753
H  2.0550  -5.4587  2.4678  0.2606
H  0.9809  -4.8144  3.7301  0.4952
H  2.6866  -4.4230  3.7336  0.4598
H  3.4090  -3.4933  1.0898  0.2980
H  3.5578  -2.4704  2.5161  0.6077
H  2.6816  -1.8594  1.1220  -0.1872
Br  4.1085  0.4773  0.3567  0.0111
C  4.6024  -0.9562  -0.7658  0.6058
C  5.9056  -1.4248  -0.7127  -0.6220
C  6.2966  -2.4779  -1.5208  -0.6570
C  5.3760  -3.0800  -2.3657  -0.7482
C  4.0654  -2.6263  -2.4120  -0.4140
C  3.6830  -1.5562  -1.6176  0.0579
I  1.6764  -0.7847  -1.7890  0.1638
H  6.6110  -0.9614  -0.0413  0.4593
H  7.3171  -2.8283  -1.4864  0.4371
H  5.6810  -3.8971  -3.0011  0.4433
H  3.3532  -3.0971  -3.0730  0.5256
O  0.6338  1.2842  0.3113  -0.3385
S  0.6683  2.7656  0.1364  0.5229
C  1.3908  3.3849  1.7261  -1.0874
C  1.5408  4.8628  1.7091  0.6103
C  0.4827  5.6701  1.2680  0.0469
C  0.5988  7.0430  1.2866  -0.8423
C  1.7711  7.6367  1.7493  -0.5200
C  2.8259  6.8415  2.1923  -0.6126
C  2.7171  5.4661  2.1652  -0.6190
C  2.1388  3.1027  -0.9858  -0.9527
C  2.0541  4.4402  -1.6111  0.4944
C  2.8779  5.4878  -1.1730  -0.3488
C  2.8502  6.7135  -1.8068  -0.7059
C  2.0085  6.9163  -2.8966  -0.5235
C  1.1829  5.8815  -3.3414  -0.9292
C  1.1926  4.6638  -2.6953  -0.2544
H  2.3232  2.8522  1.9133  0.3968
H  0.6522  3.0843  2.4739  0.4127
H  -0.4348  5.2054  0.9346  0.3972
H  -0.2197  7.6626  0.9546  0.4485
H  1.8584  8.7115  1.7719  0.4543
H  3.7292  7.3054  2.5566  0.4188
H  3.5294  4.8505  2.5234  0.4119
H  2.0428  2.3099  -1.7265  0.4166
H  3.0478  2.9714  -0.4039  0.3388
H  3.5691  5.3132  -0.3623  0.4761
H  3.4980  7.5076  -1.4720  0.4777
H  2.0045  7.8657  -3.4099  0.4388
H  0.5471  6.0339  -4.1988  0.4449
H  0.5706  3.8571  -3.0573  0.4347
O  -1.0509  -1.4363  3.1102  -0.1235
C  -0.3717  -0.8090  2.4435  -0.4812

The value obtained for the HOMO-LUMO gap (spin up / spin down) is 2.4 / 3.0 eV. As for the net charge: +3. The value obtained for the LUMO energy (spin up / spin down) is -11.81 / -11.26 eV.